Formula: C10H31N14O8
Source: the Open Molecules 2025 dataset
Level of theory: ωB97M-V with the def2-TZVPD basis set

Atoms and positions in Å:
O 0.3724 0.0734 -1.5941
N -0.2653 -0.2654 -2.4970
O -1.2053 -1.2830 -2.0930
C -2.4763 -0.8984 -2.5622
C -3.0154 0.3639 -1.8707
N -4.2731 0.3635 -1.9956
C -4.7589 -0.8414 -2.7024
C -3.6640 -1.8107 -2.2235
H -2.4774 -0.7146 -3.6437
H -2.4160 1.0998 -1.3551
H -4.8519 1.1069 -1.6128
H -4.6112 -0.6814 -3.7670
H -5.7715 -1.1211 -2.4315
H -3.7021 -2.8190 -2.6117
H -3.6839 -1.8277 -1.1333
C -8.1773 -1.5134 -0.9898
O -7.7849 -1.4329 -2.1521
N -7.4043 -2.0218 0.0155
N -9.4178 -1.1051 -0.6219
H -7.7125 -2.0987 0.9668
H -6.4864 -2.3516 -0.2205
H -10.0111 -0.7309 -1.3401
H -9.7669 -1.1625 0.3163
C -3.0923 -4.5996 0.3743
O -4.1048 -3.9295 0.5312
N -1.9483 -4.0444 -0.1282
N -3.0286 -5.9228 0.6765
H -1.0932 -4.5432 -0.2869
H -1.9945 -3.0710 -0.3572
H -3.8583 -6.3497 1.0463
H -2.2070 -6.4835 0.5528
C 0.2061 -0.0788 2.5390
O -0.3611 -0.2150 3.6004
N -0.4209 -0.2865 1.3332
N 1.5196 0.2979 2.4387
H 0.0324 -0.1772 0.4431
H -1.3850 -0.5609 1.3687
H 2.0158 0.4694 3.2962
H 2.0046 0.4133 1.5657
C 5.0317 -0.4621 1.7301
O 4.5416 0.6328 1.4667
N 6.3423 -0.7484 1.5193
N 4.2666 -1.4645 2.2535
H 6.7579 -1.6360 1.7285
H 6.9163 -0.0194 1.1338
H 3.3109 -1.2096 2.3951
H 4.5945 -2.3822 2.4860
C 2.8112 4.1796 0.5667
O 2.6689 5.3422 0.2324
N 4.0065 3.5245 0.4952
N 1.7749 3.4213 1.0483
H 4.1417 2.5644 0.7704
H 4.7911 4.0430 0.1481
H 0.8761 3.8578 1.1269
H 1.8792 2.4674 1.3275
C 8.5005 4.3510 -0.2601
O 8.9129 3.2299 -0.4926
N 9.2033 5.2542 0.4850
N 7.2923 4.7971 -0.7291
H 8.8806 6.1811 0.6871
H 10.0923 4.9586 0.8429
H 6.7552 4.1561 -1.2827
H 6.9279 5.7147 -0.5531

Output
Total charge: +1
DFT total energy (eV): -48110.6327
Orbital gap (Eh): 0.2358
Maximum force (hartree/bohr): 0.0293
LUMO energy (eV): -4.7844
E_HOMO (eV): -11.20

Atomic partial charges in e from the Mulliken method, atoms 1 to 8: number 1, O, carries -0.103; number 2, N, carries -0.122; number 3, O, carries -0.082; number 4, C, carries 0.360; number 5, C, carries -0.322; number 6, N, carries 0.096; number 7, C, carries -0.310; number 8, C, carries -0.697